DFT (ωB97M-V/def2-TZVPD) results for an isolated molecule of C4H8O3 at a distorted geometry.

Energy above the lowest of the compared OMol25 structures with the same formula, charge and spin = 404.9 kJ/mol
F_max = 1.63 eV/A
M = 104.10 Da
HOMO-LUMO gap = 10.3575 eV
HOMO energy = -0.3518 Ha
SMILES = OCC1(CO)CO1
2S+1 = 1

Geometry as XYZ:
```
15
Properties=species:S:1:pos:R:3:forces:R:3:nbo_charge:R:1
O 1.749 1.554 0.248 0.0 0.3 -0.1 -0.711
C 0.485 1.233 0.794 -0.2 -0.4 0.1 -0.080
C -0.223 0.171 -0.059 1.2 -1.1 0.0 0.077
C -0.684 -1.205 0.509 -0.2 0.2 0.6 -0.047
O -1.958 -1.624 0.136 -0.5 0.2 0.2 -0.696
C 0.437 -0.342 -1.270 0.7 0.3 -0.6 -0.083
O -0.466 0.727 -1.363 -0.7 0.0 -0.1 -0.467
H 1.573 1.880 -0.646 0.1 0.1 0.2 0.469
H 0.655 0.884 1.817 0.0 -0.1 -0.2 0.185
H -0.121 2.158 0.870 -0.1 -0.5 -0.2 0.179
H -0.016 -2.023 0.173 -0.3 0.6 0.2 0.169
H -0.477 -1.110 1.577 -0.6 -0.2 0.5 0.158
H -2.506 -0.837 0.197 -0.4 -0.1 -0.1 0.469
H 0.010 -1.241 -1.722 0.4 0.1 0.3 0.183
H 1.509 -0.261 -1.243 0.4 0.7 -0.9 0.195
```
Forces are in eV/Å.



DFT (ωB97M-V/def2-TZVPD) results for an isolated molecule of C4H8O3.

Energy above the lowest of the compared OMol25 structures with the same formula, charge and spin = 134.1 kJ/mol
F_max = 0.61 eV/A
M = 104.10 Da
HOMO-LUMO gap = 11.1924 eV
HOMO energy = -0.3803 Ha
SMILES = COC(=O)[C@@H](C)O
2S+1 = 1

Geometry as XYZ:
```
15
Properties=species:S:1:pos:R:3:forces:R:3:nbo_charge:R:1
C -1.379 -1.538 1.186 -0.5 -0.3 -0.1 -0.256
O -0.158 -0.827 1.339 0.0 0.1 -0.3 -0.525
C -0.216 0.330 0.642 -0.1 0.3 0.1 0.786
O -1.104 1.140 0.744 0.4 -0.4 -0.1 -0.572
C 0.945 0.451 -0.322 0.1 -0.1 -0.1 -0.006
C 0.447 0.700 -1.743 0.0 0.1 0.0 -0.631
O 1.795 1.477 0.143 0.0 0.4 0.0 -0.691
H -2.116 -1.260 1.938 0.1 -0.1 0.0 0.194
H -1.124 -2.597 1.224 -0.2 0.1 0.1 0.197
H -1.768 -1.280 0.195 -0.3 -0.4 0.2 0.178
H 1.503 -0.487 -0.275 0.1 0.2 0.0 0.195
H -0.141 -0.142 -2.130 0.1 0.1 0.1 0.212
H 1.314 0.844 -2.394 -0.1 0.0 0.1 0.226
H -0.181 1.596 -1.777 0.1 -0.1 0.0 0.221
H 1.218 2.230 0.335 0.2 0.1 0.0 0.472
```
Forces are in eV/Å.



DFT (ωB97M-V/def2-TZVPD) results for a cluster of 2 separate species, C4H8O3 in total at a distorted geometry.

Energy above the lowest of the compared OMol25 structures with the same formula, charge and spin = 134.2 kJ/mol
F_max = 4.07 eV/A
M = 104.10 Da
HOMO-LUMO gap = 10.4869 eV
HOMO energy = -0.3611 Ha
SMILES = CC(C)=O.O=CO
2S+1 = 1

Geometry as XYZ:
```
15
Properties=species:S:1:pos:R:3:forces:R:3:nbo_charge:R:1
C 0.501 -0.919 -1.184 -0.4 -0.4 0.8 -0.732
C 0.431 0.377 -0.415 -0.9 2.8 -2.8 0.644
C 1.687 0.834 0.275 -0.3 -0.4 0.9 -0.722
O -0.470 1.206 -0.696 2.0 -1.9 0.9 -0.609
H 1.155 -1.637 -0.685 0.0 0.0 -0.2 0.214
H -0.505 -1.337 -1.271 0.1 0.0 -0.2 0.244
H 0.885 -0.715 -2.187 0.0 0.1 0.1 0.252
H 2.304 1.393 -0.432 -0.2 0.0 0.0 0.248
H 2.260 -0.019 0.645 0.0 0.1 0.0 0.215
H 1.422 1.479 1.115 0.1 0.0 -0.1 0.244
O -2.953 -0.555 0.223 1.0 1.2 0.2 -0.568
C -2.173 0.209 0.733 0.0 -2.2 1.8 0.667
O -1.056 -0.313 1.488 -1.7 0.5 -0.9 -0.740
H -2.302 1.279 0.932 0.3 -0.2 -0.4 0.158
H -1.187 -1.280 1.459 0.0 0.4 0.0 0.486
```
Forces are in eV/Å.



DFT (ωB97M-V/def2-TZVPD) results for a cluster of 2 separate species, C4H8O3 in total at a distorted geometry.

Energy above the lowest of the compared OMol25 structures with the same formula, charge and spin = 315.9 kJ/mol
F_max = 2.46 eV/A
M = 104.10 Da
HOMO-LUMO gap = 10.7246 eV
HOMO energy = -0.3613 Ha
SMILES = C=CCO.O=CO
2S+1 = 1

Geometry as XYZ:
```
15
Properties=species:S:1:pos:R:3:forces:R:3:nbo_charge:R:1
C 2.704 -0.776 0.506 0.0 0.1 -0.1 -0.384
C 1.830 -0.307 -0.373 0.2 0.2 0.1 -0.193
C 0.632 0.519 -0.013 -0.1 -0.4 0.0 -0.107
O -0.547 -0.053 -0.572 -0.3 -1.1 0.7 -0.728
H 3.586 -1.321 0.196 0.0 -0.1 0.0 0.201
H 2.599 -0.591 1.568 -0.1 0.0 0.0 0.190
H 1.969 -0.474 -1.435 0.0 -0.1 0.0 0.202
H 0.547 0.608 1.079 0.0 0.0 0.0 0.164
H 0.731 1.526 -0.433 0.0 -0.1 0.0 0.187
H -1.085 -0.906 0.040 1.5 1.6 -1.1 0.526
O -2.332 -0.812 0.565 -0.6 1.1 -0.1 -0.754
C -2.281 0.409 0.184 -0.9 -1.2 0.4 0.711
O -3.037 0.855 -0.815 0.2 -0.1 0.1 -0.655
H -1.979 1.233 0.837 0.2 -0.1 -0.1 0.143
H -3.338 0.090 -1.333 0.0 0.0 0.2 0.497
```
Forces are in eV/Å.



DFT (ωB97M-V/def2-TZVPD) results for an isolated molecule of C4H8O3.

Energy above the lowest of the compared OMol25 structures with the same formula, charge and spin = 142.0 kJ/mol
F_max = 0.63 eV/A
M = 104.10 Da
HOMO-LUMO gap = 10.7185 eV
HOMO energy = -0.3719 Ha
SMILES = O=C(CO)CCO
2S+1 = 1

Geometry as XYZ:
```
15
Properties=species:S:1:pos:R:3:forces:R:3:nbo_charge:R:1
O 1.071 -1.892 0.507 0.0 0.4 0.0 -0.567
C 0.649 -0.821 0.111 0.2 -0.3 0.1 0.584
C 1.555 0.389 0.216 -0.3 0.1 -0.1 -0.171
O 2.714 0.072 0.927 0.1 0.0 0.0 -0.712
C -0.746 -0.808 -0.481 0.0 -0.1 0.0 -0.534
C -1.565 0.481 -0.474 0.1 -0.3 -0.3 -0.062
O -1.501 1.051 0.820 -0.1 0.2 0.1 -0.724
H 1.792 0.702 -0.815 0.0 0.0 0.1 0.184
H 1.012 1.212 0.699 0.0 -0.1 -0.1 0.211
H 2.666 -0.887 1.083 0.0 0.1 0.0 0.489
H -0.684 -1.193 -1.506 0.1 0.1 0.0 0.243
H -1.187 -1.630 0.092 -0.5 0.3 -0.1 0.248
H -1.197 1.191 -1.236 0.1 -0.2 0.2 0.162
H -2.605 0.240 -0.748 0.2 0.0 0.1 0.174
H -1.973 1.893 0.804 0.1 -0.2 0.1 0.475
```
Forces are in eV/Å.



DFT (ωB97M-V/def2-TZVPD) results for an isolated molecule of C4H8O3.

Energy above the lowest of the compared OMol25 structures with the same formula, charge and spin = 145.2 kJ/mol
F_max = 0.48 eV/A
M = 104.10 Da
HOMO-LUMO gap = 10.3579 eV
HOMO energy = -0.3573 Ha
SMILES = C[C@@H](O)[C@@H](O)C=O
2S+1 = 1

Geometry as XYZ:
```
15
Properties=species:S:1:pos:R:3:forces:R:3:nbo_charge:R:1
C -0.986 0.774 -1.277 0.0 0.1 0.0 -0.630
C -0.668 -0.419 -0.392 -0.2 0.2 0.1 0.084
O 0.118 -1.318 -1.151 0.0 -0.2 0.1 -0.720
C 0.084 -0.029 0.879 -0.1 0.2 -0.1 -0.031
O 0.372 -1.255 1.550 0.0 0.1 0.2 -0.720
C 1.419 0.648 0.599 0.2 0.1 0.2 0.411
O 1.941 1.389 1.399 -0.2 -0.3 -0.3 -0.512
H -1.618 0.460 -2.112 0.1 0.0 0.1 0.229
H -1.512 1.555 -0.716 0.1 -0.1 -0.1 0.215
H -0.067 1.198 -1.697 -0.1 0.0 0.1 0.215
H -1.605 -0.908 -0.078 0.2 0.1 0.0 0.172
H 0.338 -2.051 -0.560 0.0 0.0 -0.2 0.484
H -0.523 0.648 1.502 0.1 -0.2 -0.1 0.183
H 0.783 -1.056 2.401 0.0 0.0 -0.1 0.488
H 1.922 0.362 -0.346 0.0 0.1 0.1 0.132
```
Forces are in eV/Å.



DFT (ωB97M-V/def2-TZVPD) results for a structure of composition C4H8O3 at a distorted geometry.

Energy above the lowest of the compared OMol25 structures with the same formula, charge and spin = 439.1 kJ/mol
F_max = 5.22 eV/A
M = 104.10 Da
HOMO-LUMO gap = 9.0168 eV
HOMO energy = -0.3159 Ha
2S+1 = 1

Geometry as XYZ:
```
15
Properties=species:S:1:pos:R:3:forces:R:3:nbo_charge:R:1
C -0.010 0.624 -1.165 -2.3 -2.0 -3.9 -0.180
C -0.921 -0.546 -0.331 1.5 1.8 3.6 0.058
C 0.613 0.172 1.671 0.9 0.3 -0.5 -0.712
C -0.534 0.491 0.732 -4.1 -2.2 2.3 0.492
O 1.194 0.106 -1.641 0.2 0.0 0.5 -0.698
O -0.280 -1.775 -0.359 -0.1 0.7 -0.5 -0.684
O -1.420 1.323 1.072 2.0 -0.7 -1.1 -0.654
H 1.768 -0.083 -0.881 -0.1 0.1 -0.3 0.479
H -0.106 -2.010 -1.289 0.0 0.0 0.4 0.485
H -0.127 1.705 -1.240 0.0 -0.2 0.9 0.255
H -2.000 -0.560 -0.498 0.3 0.2 -0.4 0.206
H -0.883 0.225 -1.858 2.0 1.7 -0.5 0.241
H 1.405 0.908 1.520 0.1 0.0 0.3 0.223
H 1.048 -0.827 1.568 -0.2 0.1 -0.3 0.230
H 0.255 0.249 2.700 -0.1 0.2 -0.3 0.260
```
Forces are in eV/Å.



DFT (ωB97M-V/def2-TZVPD) results for an isolated molecule of C4H8O3.

Energy above the lowest of the compared OMol25 structures with the same formula, charge and spin = 147.7 kJ/mol
F_max = 0.52 eV/A
M = 104.10 Da
HOMO-LUMO gap = 10.8269 eV
HOMO energy = -0.3781 Ha
SMILES = C[C@@H](O)[C@@H](O)C=O
2S+1 = 1

Geometry as XYZ:
```
15
Properties=species:S:1:pos:R:3:forces:R:3:nbo_charge:R:1
C 0.861 0.887 -1.262 0.1 0.0 0.0 -0.636
C -0.347 0.754 -0.343 0.3 0.1 0.1 0.093
O -1.374 0.083 -1.046 -0.1 -0.1 0.0 -0.715
C -0.017 0.034 0.984 0.2 0.0 -0.1 -0.036
O -1.155 -0.007 1.802 -0.1 -0.1 0.0 -0.700
C 0.453 -1.373 0.673 -0.3 -0.3 0.0 0.419
O -0.327 -2.300 0.718 0.4 0.4 0.1 -0.542
H 0.609 1.516 -2.118 0.0 0.0 0.1 0.229
H 1.726 1.322 -0.748 -0.1 0.0 -0.1 0.208
H 1.131 -0.096 -1.659 0.0 0.1 0.1 0.209
H -0.711 1.748 -0.047 0.0 -0.1 -0.1 0.181
H -1.632 -0.713 -0.565 -0.1 0.1 -0.1 0.475
H 0.783 0.583 1.498 -0.1 -0.1 -0.1 0.195
H -1.506 -0.909 1.743 0.0 0.1 0.1 0.484
H 1.505 -1.528 0.371 -0.1 0.0 0.0 0.136
```
Forces are in eV/Å.



DFT (ωB97M-V/def2-TZVPD) results for an isolated molecule of C4H8O3.

Energy above the lowest of the compared OMol25 structures with the same formula, charge and spin = 59.0 kJ/mol
F_max = 0.77 eV/A
M = 104.10 Da
HOMO-LUMO gap = 11.1660 eV
HOMO energy = -0.3849 Ha
SMILES = O=C(O)CCCO
2S+1 = 1

Geometry as XYZ:
```
15
Properties=species:S:1:pos:R:3:forces:R:3:nbo_charge:R:1
O 2.941 -0.209 0.505 -0.1 0.0 -0.1 -0.586
C 2.011 0.247 -0.107 0.3 0.2 0.2 0.795
O 1.989 1.533 -0.527 0.1 0.0 0.1 -0.689
C 0.758 -0.469 -0.466 -0.4 0.1 -0.1 -0.517
C -0.491 0.256 0.053 -0.3 -0.5 0.5 -0.413
C -1.587 -0.749 0.377 -0.3 -0.4 -0.1 -0.051
O -2.836 -0.140 0.681 0.1 0.2 0.0 -0.715
H 2.818 1.920 -0.209 0.0 0.1 -0.1 0.496
H 0.715 -0.542 -1.547 0.0 -0.1 -0.3 0.238
H 0.817 -1.472 -0.055 0.1 -0.1 0.1 0.234
H -0.911 0.961 -0.658 0.3 0.2 -0.3 0.203
H -0.252 0.801 0.968 0.0 0.1 0.0 0.213
H -1.323 -1.351 1.251 0.1 0.1 0.0 0.177
H -1.722 -1.469 -0.448 0.1 0.2 0.0 0.154
H -2.927 0.682 0.181 0.1 -0.3 0.0 0.463
```
Forces are in eV/Å.



Question: Among the records above, which one has the lowest HOMO-LUMO gap?
Answer: number 7



Question: The lowest HOMO energy belongs to which entry?
Answer: number 9



Question: Which of these has the highest energy above the lowest of the compared OMol25 structures with the same formula, charge and spin?
Answer: number 7